The following is a DFT calculation (ωB97M-V/def2-TZVPD) of 7 unconnected molecules or ions with the total composition C7H28N14O7 in a non-equilibrium geometry.

Each line ends with the Mulliken charge.
Element x y z (Å)
O 4.64 -1.89 2.30  -0.629
O -1.95 -2.24 1.43  -0.577
O -2.08 2.79 1.38  -0.667
O 2.01 -0.48 1.05  -0.868
O -2.42 -2.36 -2.26  -0.644
O 2.34 1.31 -3.65  -0.642
O -1.23 2.06 -1.57  -0.615
N 4.75 -2.24 4.45  -0.461
N -3.27 1.90 2.96  -0.425
N 4.54 1.06 -3.36  -0.432
N -2.75 -0.37 -1.55  -0.187
N -4.45 -1.43 -2.44  -0.388
N -0.04 -2.25 2.38  -0.310
N 2.87 -2.02 3.49  -0.251
N -2.05 3.15 -3.36  -0.430
N -0.01 3.37 -2.88  -0.284
N 0.00 0.36 0.64  0.095
N -3.05 0.76 1.14  -0.201
N 1.43 0.43 -0.86  -0.032
N -1.69 -2.58 3.67  -0.411
N 3.35 -0.61 -4.02  -0.405
C -1.08 2.84 -2.47  0.522
C 1.18 0.13 0.36  0.621
C -2.81 1.89 1.77  0.748
C 4.16 -2.12 3.36  0.553
C 3.32 0.63 -3.58  0.698
C -3.17 -1.47 -2.10  0.619
C -1.33 -2.48 2.42  0.602
H -3.02 2.88 -3.39  0.182
H -0.48 0.01 1.45  0.170
H 0.88 3.18 -2.43  0.199
H 0.01 4.04 -3.63  0.126
H 5.22 0.31 -3.29  0.167
H 5.74 -2.06 4.39  0.262
H 2.40 -2.18 4.37  0.110
H -4.97 -2.13 -2.95  0.209
H -0.40 1.14 0.14  -0.024
H 4.30 -0.94 -4.07  0.141
H 2.39 0.27 -1.11  0.032
H -3.56 -0.01 1.54  0.184
H 0.42 -1.91 1.55  0.194
H 0.76 0.91 -1.45  -0.014
H 2.38 -1.55 2.74  0.316
H -3.78 1.10 3.31  0.143
H -1.04 -2.66 4.44  0.147
H -1.71 3.86 -4.00  0.095
H -4.91 -0.65 -2.01  0.152
H 4.20 -1.85 5.20  0.194
H -2.63 0.77 0.22  0.269
H -1.79 -0.14 -1.32  -0.017
H -3.40 0.40 -1.47  0.086
H 0.35 -2.06 3.29  0.147
H -2.69 -2.63 3.81  0.207
H -3.06 2.71 3.52  0.261
H 4.60 1.96 -2.91  0.225
H 2.60 -0.88 -4.65  0.240

The calculation puts the lowest unoccupied orbital energy at 0.49 eV. The value obtained for the HOMO-LUMO gap is 9.4111 eV. The relative energy (zero: lowest compared OMol25 entry of this formula, charge and spin) comes out at 575.2 kJ/mol. Its SMILES is NC(N)=O.NC(N)=O.NC(N)=O.NC(N)=O.NC(N)=O.NC(N)=O.NC(N)=O. The HOMO energy comes out at -8.923 eV.